No. 1
96
Properties=species:S:1:pos:R:3:mulliken_charge:R:1 method="wB97M-V/def2-TZVPD" de_lowest_kcal_mol=16.1 e_homo_ha=-0.0531 gap_ev=5.23 energy_ha=-5390.224746 mol_weight_g_mol=961.2 charge=-2 lumo_energy_ev=3.8
K -0.16441 0.45562 -0.45289 1.2892
C 2.94295 1.31780 -3.73891 -0.7543
C 2.04937 0.37381 -3.18580 -0.5023
N 2.25893 -0.25510 -2.05855 -0.1237
C 3.41805 -0.02041 -1.38493 0.2211
C 4.38634 0.89395 -1.86195 1.5223
C 4.10016 1.57954 -3.06558 -0.8357
C 5.59625 1.09504 -1.15411 -0.9225
C 5.81043 0.36882 -0.01026 -0.7160
C 4.86682 -0.54978 0.47204 -0.3798
C 3.63920 -0.76055 -0.15695 -0.5904
N 2.62960 -1.52040 0.33895 0.2052
C 2.88784 -2.71568 0.87884 0.0967
C 3.98478 -3.54052 0.55560 -0.5207
C 4.09676 -4.85346 1.01854 -0.7548
C 3.16173 -5.42635 1.84911 -1.0943
C 2.05927 -4.63435 2.25820 1.5203
C 1.06864 -5.12832 3.14139 -0.7982
C 0.05099 -4.31876 3.55079 -0.9792
C 0.01473 -2.99196 3.06856 0.2775
N 0.88942 -2.50737 2.22562 -0.0894
C 1.91136 -3.29897 1.80429 -0.1443
H 2.69606 1.82126 -4.66658 0.4898
H 1.11808 0.14886 -3.69990 0.4245
H 4.81319 2.31059 -3.43336 0.3177
H 6.31603 1.81962 -1.51927 0.3243
H 6.72824 0.51168 0.55268 0.3256
H 5.06750 -1.08714 1.39138 0.5198
H 4.73894 -3.14917 -0.11706 0.4312
H 4.95411 -5.43757 0.69673 0.3376
H 3.25386 -6.44661 2.20419 0.3152
H 1.14478 -6.15366 3.48972 0.3596
H -0.71641 -4.66914 4.23063 0.4189
H -0.76927 -2.31789 3.40525 0.2315
O 0.36161 1.67424 3.41369 -0.5691
C -1.01484 1.76330 3.71220 -0.6220
C -1.81837 0.52245 3.37550 0.7309
C -2.72787 -0.01074 4.28293 -0.7639
C -3.48403 -1.11398 3.91043 -0.5703
C -3.29625 -1.65795 2.65228 -0.8410
C -2.34964 -1.07535 1.81809 -1.0606
N -1.62936 -0.01085 2.16693 0.7721
H 0.48092 1.62549 2.45108 0.2156
H -1.46726 2.61459 3.19408 0.0558
H -1.09424 1.94796 4.78556 0.4185
H -2.83846 0.44200 5.26176 0.3752
H -4.20483 -1.54387 4.59774 0.3680
H -3.85583 -2.51928 2.30817 0.5124
H -2.16747 -1.46612 0.82297 0.8037
F -6.16656 1.22805 -2.67752 -0.3999
C -5.21015 0.30180 -2.37876 0.5703
C -4.13668 0.64872 -1.58737 -0.8897
C -3.12280 -0.27546 -1.27253 -0.2311
C -3.29906 -1.58027 -1.79730 0.9127
C -4.39727 -1.87654 -2.59474 1.0070
F -4.55261 -3.11556 -3.15937 -0.4116
C -5.37874 -0.95988 -2.91681 -1.0503
C -2.27126 -2.62598 -1.48395 -0.6870
C -2.58900 -3.96806 -1.25350 -0.9776
C -1.58718 -4.85185 -0.87824 -0.7239
C -0.28289 -4.39875 -0.75796 -0.5790
C -0.04448 -3.05600 -1.01754 -0.2537
N -1.00864 -2.19619 -1.35662 0.4577
H -4.08941 1.68323 -1.24124 0.3040
H -6.21384 -1.21736 -3.55330 0.4228
H -3.61315 -4.30090 -1.34416 0.4456
H -1.83097 -5.88795 -0.66858 0.3701
H 0.53180 -5.04288 -0.44670 0.4559
H 0.95330 -2.62419 -0.92463 0.3629
Cl 0.03571 8.02426 -0.57028 -0.2609
C 0.33022 6.34071 -0.25608 0.2977
C -0.72874 5.46200 -0.01079 0.0530
Cl -2.35461 6.07271 -0.02500 -0.2336
C -0.50128 4.12099 0.23233 0.8396
Cl -1.80951 3.01342 0.49348 -0.1870
C 0.81639 3.54783 0.24936 -1.1507
O 1.02570 2.32145 0.43726 -0.8795
C 1.87232 4.48841 -0.00158 0.4318
Cl 3.47157 3.83628 -0.02528 -0.1514
C 1.62899 5.82705 -0.25052 0.0802
Cl 2.96326 6.89637 -0.57250 -0.2421
C -1.73519 0.31345 -4.23361 -0.7303
N -1.10299 1.56334 -4.65246 0.3513
C -0.96559 1.71517 -6.08197 -1.1229
C -0.57379 2.39507 -3.70094 0.4527
C 0.08697 3.70456 -4.07823 -1.2650
O -0.63785 2.12086 -2.51383 -0.0703
H -2.74125 0.24528 -4.65707 0.5203
H -1.81963 0.27425 -3.15186 -0.3377
H -1.14995 -0.54580 -4.58246 0.3543
H -1.93204 1.54139 -6.56149 0.3073
H -0.25726 0.98558 -6.49099 0.3145
H -0.63383 2.70855 -6.35479 0.3594
H -0.49727 4.50338 -3.61818 0.3155
H 0.21180 3.91640 -5.13558 0.4093
H 1.06440 3.70551 -3.59303 0.1917

No. 2
92
Properties=species:S:1:pos:R:3:mulliken_charge:R:1 method="wB97M-V/def2-TZVPD" de_lowest_kcal_mol=7.8 e_homo_ha=-0.1956 gap_ev=7.45 energy_ha=-7720.136393 mol_weight_g_mol=1043.6 charge=-1 lumo_energy_ev=2.1
Cs -1.72686 1.95820 1.60376 1.2425
Se 2.03333 -4.14396 -0.63427 -0.3482
P 0.90612 -2.93985 -1.95149 1.0959
C -0.49229 -3.85287 -2.68027 0.4241
C -0.91532 -5.04311 -2.10627 -0.6318
C -1.96470 -5.75031 -2.67676 -0.5955
C -2.58214 -5.26727 -3.81992 -0.4221
C -2.16131 -4.07422 -4.39277 -0.7443
C -1.11771 -3.36327 -3.82498 -0.1532
C 1.85053 -2.46726 -3.44450 0.2388
C 2.48174 -3.49142 -4.14528 -0.7476
C 3.24007 -3.19824 -5.26621 -0.6558
C 3.37396 -1.88002 -5.68553 -0.5375
C 2.73863 -0.86007 -4.99412 -0.6842
C 1.97179 -1.15160 -3.87381 -0.0915
C 0.18272 -1.44675 -1.28941 0.3461
C 0.44285 -0.53025 -0.24115 -0.6370
N -0.61087 0.31802 -0.22907 0.4670
N -1.43112 -0.02165 -1.20611 -1.0266
N -0.97803 -1.06055 -1.86140 -0.0053
P 1.59160 -0.37132 1.13520 0.8932
Se 1.34319 1.33669 2.33576 -0.5719
C 3.32227 -0.44182 0.56098 0.2084
C 4.31795 -0.07783 1.46734 -0.6093
C 5.65062 -0.11077 1.09084 -0.6902
C 6.00045 -0.48259 -0.20024 -0.5967
C 5.01267 -0.80994 -1.11510 -0.4929
C 3.68102 -0.78854 -0.73116 0.2316
C 1.28380 -1.88234 2.10053 0.5717
C 2.31865 -2.57815 2.71289 -0.3478
C 2.03786 -3.69355 3.48573 -0.6858
C 0.72625 -4.11068 3.65705 -0.6082
C -0.30865 -3.41067 3.05257 -0.8891
C -0.03191 -2.29874 2.27383 -0.3039
H -0.40909 -5.41148 -1.22266 0.2844
H -2.29722 -6.68120 -2.23484 0.3815
H -3.39436 -5.82384 -4.27191 0.3767
H -2.65237 -3.70234 -5.28317 0.3796
H -0.79283 -2.42612 -4.25576 0.4034
H 2.37874 -4.51061 -3.79136 0.3499
H 3.73363 -3.99511 -5.80803 0.4060
H 3.97579 -1.64804 -6.55562 0.3873
H 2.84163 0.16597 -5.32418 0.4353
H 1.46634 -0.35948 -3.33258 0.5128
H 4.03148 0.23715 2.46299 0.3665
H 6.41407 0.16927 1.80596 0.3894
H 7.04226 -0.50845 -0.49554 0.3686
H 5.27207 -1.08493 -2.13037 0.4855
H 2.92685 -1.02571 -1.45226 -0.3261
H 3.34269 -2.26243 2.56179 0.3589
H 2.84703 -4.25117 3.94134 0.4437
H 0.50817 -4.99106 4.24902 0.3782
H -1.33426 -3.73516 3.17828 0.4358
H -0.83610 -1.76546 1.77902 0.6830
O -2.90187 5.30703 3.70263 -0.7702
C -2.84370 4.07874 3.53524 0.1619
O -3.30554 3.40361 2.58411 -0.8381
C -2.06693 3.29392 4.62505 0.6027
C -1.54465 4.00767 5.73287 -0.5306
C -0.78751 3.35347 6.65693 -0.6958
C -0.52934 1.97132 6.49212 1.0801
C 0.29328 1.21783 7.35851 -0.7351
C 0.52950 -0.10782 7.11804 -0.6946
C -0.06550 -0.74471 6.00980 -0.2260
C -0.88119 -0.04387 5.16786 -0.2504
C -1.12100 1.33485 5.37403 -0.2674
N -1.87744 2.00621 4.46791 -0.4182
H -1.75453 5.06593 5.78972 0.4959
H -0.36404 3.87625 7.50765 0.3836
H 0.75006 1.71489 8.20746 0.3543
H 1.17597 -0.67631 7.77495 0.3884
H 0.13798 -1.79203 5.82045 0.3681
H -1.35468 -0.51835 4.31771 0.4705
N -3.09373 5.51451 -0.18004 -0.4158
C -3.51048 5.32944 -1.46772 0.0633
C -4.57812 6.01773 -2.01565 -0.6423
C -4.95867 5.83303 -3.35278 -0.5876
C -4.28630 4.96218 -4.16879 -0.9070
C -3.19045 4.23587 -3.65326 1.2509
C -2.44856 3.30688 -4.41832 -0.7787
C -1.40960 2.63068 -3.84558 -0.6472
C -1.10547 2.88018 -2.49205 -0.5226
N -1.76042 3.73755 -1.75474 -0.4005
C -2.79212 4.41687 -2.30710 0.4572
H -3.75845 5.85677 0.49226 0.2441
H -2.46394 4.82050 0.18641 0.1815
H -5.13181 6.71172 -1.39352 0.3457
H -5.80654 6.38723 -3.73638 0.3579
H -4.58314 4.81634 -5.20067 0.3494
H -2.73290 3.13934 -5.45107 0.3764
H -0.82938 1.91033 -4.40617 0.4379
H -0.30047 2.34110 -2.00469 0.8149

No. 3
103
Properties=species:S:1:pos:R:3:mulliken_charge:R:1 method="wB97M-V/def2-TZVPD" e_homo_ha=-0.3239 gap_ev=7.31 energy_ha=-4279.540026 mol_weight_g_mol=1195.7 charge=0 lumo_energy_ev=-1.5
C -5.53777 -4.59430 -0.66433 -1.1008
C -4.65269 -3.86847 -1.77638 0.3888
I -4.86200 -4.32143 -3.92205 0.1514
C -3.69392 -2.88305 -1.41324 -0.8617
I -2.50734 -1.92365 -3.00777 0.0343
C -3.39626 -2.36342 0.05057 0.1966
C -4.35347 -1.70606 0.89439 0.5453
S -6.09617 -1.44565 0.34795 -0.2079
C -3.93000 -1.16929 2.36242 0.0460
O -4.66865 -1.23323 3.37214 -0.5981
C -2.43110 -0.57645 2.44384 0.5905
C -2.01955 0.63065 3.31286 -0.5614
C -0.52249 1.08830 3.27235 0.6106
C 0.00057 2.35463 4.09751 0.0144
O -0.71506 3.59410 3.83470 -0.3540
C -0.75517 3.91247 2.46032 0.7354
F -0.86874 5.34248 2.38541 -0.2787
F -1.95408 3.42229 1.85399 -0.2301
F 0.41075 3.58062 1.73755 -0.2091
C 0.53210 0.32000 2.39488 -0.4304
C 0.13378 -0.91550 1.50244 -1.0149
C -1.37786 -1.32319 1.53763 0.5206
C -1.89145 -2.54971 0.61862 0.0287
O -1.19068 -3.56284 0.38535 -0.5439
H -5.28555 -4.31287 0.40998 0.3141
H -5.47235 -5.72556 -0.87601 0.3560
H -6.63791 -4.30254 -0.88048 0.2902
H -6.49373 -0.20355 0.87418 0.1888
H -2.76647 1.18986 3.96167 0.4011
H -0.12697 2.14555 5.22800 0.4048
H 1.14250 2.46186 3.88632 -0.1877
H 1.63082 0.61708 2.35967 0.3245
H 0.89081 -1.49030 0.85926 0.3723
C 2.72140 4.09265 -0.16776 -0.2497
C 3.45756 5.12287 0.40980 -0.4848
C 4.46850 5.74694 -0.31312 -0.4695
C 4.73113 5.33308 -1.61821 -0.0317
C 4.00254 4.29677 -2.19973 -0.1256
C 2.99512 3.67671 -1.46778 -0.8091
N 5.77791 6.00427 -2.39201 0.9796
O 6.40898 6.89594 -1.84371 -0.5920
O 5.95902 5.63721 -3.54539 -0.6146
H 1.92968 3.61193 0.39798 0.7019
H 3.24045 5.44147 1.42411 0.4425
H 5.03467 6.54843 0.14847 0.4333
H 4.20386 3.96547 -3.21292 0.4739
H 2.41977 2.87100 -1.91172 0.4186
C -5.66879 -8.30504 -8.93206 -0.3700
C -6.05802 -7.37829 -7.96951 -0.5372
C -5.14636 -6.44040 -7.49674 -0.1491
C -3.84614 -6.43697 -7.99929 0.1184
C -3.44834 -7.36709 -8.95756 -0.3215
C -4.36619 -8.30314 -9.42246 -0.4319
N -2.88865 -5.43520 -7.52327 0.9765
O -3.26628 -4.64537 -6.66733 -0.5617
O -1.76859 -5.44217 -8.01024 -0.5834
H -6.38490 -9.03228 -9.30293 0.3671
H -7.07438 -7.38531 -7.58970 0.3731
H -5.46262 -5.72395 -6.74686 0.2928
H -2.43734 -7.37423 -9.35008 0.4334
H -4.06758 -9.02985 -10.17063 0.3637
C 3.67081 4.57219 8.40571 -0.3917
C 4.64099 3.62483 8.09092 -0.4480
C 4.71085 3.10001 6.80501 -0.4632
C 3.80490 3.53550 5.83916 0.0611
C 2.82630 4.47829 6.15007 -0.0333
C 2.76248 4.99535 7.43957 -0.6642
N 3.88985 3.00482 4.47728 1.0479
O 4.74700 2.16623 4.24434 -0.6065
O 3.09791 3.43507 3.64670 -0.5509
H 3.62298 4.98376 9.40942 0.3843
H 5.34535 3.29773 8.84856 0.3724
H 5.47133 2.36264 6.57265 0.4490
H 2.11450 4.81878 5.40547 0.4696
H 2.00670 5.73173 7.69153 0.3858
C -2.88855 -4.46827 6.90611 -0.4060
C -3.42997 -3.53335 6.02860 -0.5212
C -3.12970 -2.18367 6.17680 -0.1981
C -2.28071 -1.78109 7.20637 -0.0563
C -1.74125 -2.71144 8.09314 -0.4437
C -2.04949 -4.05885 7.93903 -0.4176
N -1.94109 -0.36326 7.35038 1.0486
O -2.44734 0.42789 6.56517 -0.5844
O -1.16711 -0.04994 8.24402 -0.6209
H -3.12082 -5.52207 6.78399 0.3765
H -4.08453 -3.85765 5.22621 0.4268
H -3.55877 -1.46574 5.48573 0.5931
H -1.08374 -2.40584 8.89974 0.4404
H -1.63270 -4.79183 8.62179 0.3683
C 5.32661 3.69257 -6.35932 -0.3314
C 4.11147 3.80246 -7.02938 -0.5613
C 3.65362 2.75259 -7.81886 -0.2350
C 4.42040 1.59351 -7.92654 0.0127
C 5.64137 1.48031 -7.26421 -0.2573
C 6.09254 2.53644 -6.47920 -0.5276
N 3.93059 0.47543 -8.73655 0.9820
O 2.86421 0.61758 -9.31844 -0.5953
O 4.61368 -0.53773 -8.78176 -0.5954
H 5.67818 4.51200 -5.73942 0.4608
H 3.51929 4.70666 -6.93343 0.3980
H 2.70530 2.85073 -8.33568 0.4290
H 6.24605 0.58375 -7.34684 0.4284
H 7.04026 2.45761 -5.95692 0.3957